1.
This record from OMol25 describes an isolated ion of composition C23H33OSi and charge +1 at a distorted geometry. The level of theory is wB97M-V/def2-TZVPD.

Element x y z (Å)
C (-1.6861, -1.2769, -3.5228)
C (-0.1927, -0.9717, -3.5565)
Si (0.2390, 0.7818, -3.0134)
C (2.0812, 1.1286, -3.1293)
C (2.9162, -0.0366, -3.6102)
C (-0.7212, 2.0208, -4.0629)
C (-0.3739, 1.9800, -5.5411)
C (-0.2656, 1.0634, -1.1288)
C (0.2881, 0.0870, -0.2010)
C (1.1502, 0.3964, 0.8827)
H (-1.8592, -2.2920, -3.8938)
H (-2.1078, -1.2359, -2.5208)
H (-2.2497, -0.6028, -4.1605)
H (0.3471, -1.6586, -2.8791)
H (0.2266, -1.1070, -4.5748)
H (2.1753, 2.0139, -3.7752)
H (2.3831, 1.4328, -2.1196)
H (3.9577, 0.2833, -3.6864)
H (2.8818, -0.8866, -2.9342)
H (2.6028, -0.3681, -4.5928)
H (-1.7950, 1.8363, -3.8971)
H (-0.4990, 3.0102, -3.6326)
H (-0.9610, 2.7298, -6.0820)
H (0.6759, 2.1975, -5.7119)
H (-0.5852, 1.0108, -5.9820)
H (0.0033, 2.1264, -0.9580)
H (-1.3671, 0.9924, -1.1502)
H (0.0551, -0.9603, -0.4625)
H (1.9565, -0.3875, 0.9686)
H (1.5234, 1.4310, 0.8202)
C (-5.3348, -0.8520, 2.1742)
O (-4.6343, 0.4178, 2.4398)
C (-3.2764, 0.3833, 2.5958)
C (-2.6276, 1.5802, 3.0140)
C (-1.2637, 1.5635, 3.1633)
C (-0.5391, 0.3681, 2.9850)
C (0.9309, 0.4248, 2.5998)
C (1.8391, -0.3880, 3.5491)
C (3.2092, -0.0135, 3.7293)
C (4.1634, -0.9918, 4.0146)
C (3.7709, -2.3268, 4.1882)
C (2.4116, -2.6763, 4.1600)
C (1.4616, -1.6925, 3.9275)
C (-1.1930, -0.7972, 2.6658)
C (-2.5603, -0.8312, 2.4891)
H (-6.3878, -0.5697, 2.0470)
H (-4.9280, -1.3027, 1.2576)
H (-5.1918, -1.5362, 3.0229)
H (-3.2483, 2.4740, 3.1029)
H (-0.7849, 2.5176, 3.3763)
H (1.2831, 1.4795, 2.7701)
H (3.5298, 1.0256, 3.6036)
H (5.2218, -0.7324, 4.0606)
H (4.5176, -3.1136, 4.2546)
H (2.1018, -3.7024, 4.3172)
H (0.4081, -1.9898, 3.9927)
H (-0.6457, -1.6982, 2.4440)
H (-3.0334, -1.7587, 2.1627)

Output
Gap between HOMO and LUMO, eV: 5.737
HOMO, eV: -11.063
Charge: +1
Energy relative to the best compared isomer or geometry (same formula, charge and spin), kcal per mole: 56.4


2.
This record from OMol25 describes C23H34Be2Br6ClFN3O11PS as an isolated structure at a distorted geometry. The level of theory is wB97M-V/def2-TZVPD.

Element x y z (Å)
C (3.5416, 2.0314, 0.7527)
C (3.7296, 0.4339, 0.8081)
Br (5.3572, -0.3692, 1.5873)
C (2.7176, -0.4793, 0.3226)
Br (3.0463, -2.4585, 0.4691)
C (1.3069, -0.0749, -0.3115)
C (0.0245, -0.5641, 0.5085)
C (-1.4090, -0.2291, -0.0043)
C (-2.6394, -0.8085, 0.8814)
O (-3.5784, -0.1101, 1.3417)
O (-2.5570, -2.2440, 1.1634)
N (-2.3422, -2.8706, -0.0359)
C (-1.2269, -3.6204, 0.0165)
O (-0.0570, -3.9955, -0.2711)
C (-1.5747, 0.6249, -1.3216)
P (-3.3090, 1.0910, -1.9748)
O (-3.1618, 1.5503, -3.6584)
Br (-3.8507, 2.9772, -0.8224)
C (-0.2296, 1.0579, -2.0672)
N (1.1126, 0.6801, -1.5487)
C (2.2806, 1.1193, -2.3777)
C (2.4360, 0.0862, -3.6677)
C (1.6380, 0.7164, -4.9537)
O (1.8092, -1.1929, -3.3562)
H (4.0960, 2.5524, 1.6295)
H (2.4171, 2.4148, 0.7783)
H (4.0644, 2.3968, -0.2209)
H (0.1866, -1.1896, 1.4646)
H (-3.8045, 2.3093, -3.7768)
H (-0.2874, 1.6800, -3.0363)
H (3.2832, 1.0933, -1.8247)
H (2.0038, 2.1894, -2.8250)
H (3.5743, -0.0018, -3.8603)
H (1.9106, 1.8304, -5.0444)
H (1.9960, 0.1994, -5.9192)
H (0.4929, 0.5858, -4.8032)
H (0.8541, -1.1808, -3.6268)
N (4.2112, 6.1588, 1.0918)
C (5.4783, 6.1388, 0.5700)
C (6.3417, 6.6034, 1.5326)
C (5.5707, 6.9089, 2.6794)
C (4.2612, 6.6229, 2.3804)
H (3.3748, 5.8759, 0.6051)
H (5.6582, 5.7983, -0.4391)
H (7.4114, 6.7097, 1.4228)
H (5.9332, 7.2956, 3.6209)
H (3.3615, 6.7107, 2.9713)
Br (3.3070, 2.9835, -3.4702)
Be (-1.7511, 0.8494, -5.0131)
Cl (0.8419, 2.5925, 0.3648)
O (6.4123, 0.6684, 4.6751)
H (5.8801, -0.0588, 4.3271)
H (7.3136, 0.4478, 4.4066)
F (4.7405, -4.4005, 1.5175)
C (-5.5998, -6.4503, -2.9198)
C (-5.3607, -5.2161, -3.7716)
O (-6.2992, -4.1744, -3.5346)
C (-6.3244, -3.6336, -2.2212)
C (-5.0137, -2.9851, -1.8099)
H (-6.6379, -6.7844, -3.0057)
H (-4.9391, -7.2630, -3.2299)
H (-5.4081, -6.2494, -1.8623)
H (-5.4663, -5.4915, -4.8243)
H (-4.3381, -4.8437, -3.6494)
H (-6.6312, -4.3976, -1.4991)
H (-7.1085, -2.8700, -2.2177)
H (-4.2192, -3.7265, -1.7011)
H (-5.1248, -2.4723, -0.8505)
H (-4.6862, -2.2630, -2.5627)
O (-6.8368, -0.3822, 5.1377)
S (-6.0123, -0.3564, 3.9259)
O (-4.6706, 0.1349, 4.2437)
O (-6.6444, 0.5320, 2.9172)
O (-5.9303, -1.7239, 3.3477)
Br (1.3450, -2.1930, 4.3640)
C (2.6066, -1.2991, 5.5521)
C (2.1874, 0.1256, 5.8226)
Br (2.5958, 1.2799, 4.3064)
H (3.5912, -1.3798, 5.0898)
H (2.5934, -1.8853, 6.4730)
H (2.7544, 0.5421, 6.6575)
H (1.1210, 0.2312, 6.0254)
Be (-7.7413, -0.9415, 2.1391)

Output
Gap between HOMO and LUMO, eV: 1.871
HOMO, eV: -7.552
Charge: 0


3.
This record from OMol25 describes C23H34Br2NO5S3SiTa as an isolated structure at a distorted geometry. The level of theory is wB97M-V/def2-TZVPD.

Element x y z (Å)
Ta (-0.8670, 0.4042, 1.2691)
Br (-3.5643, -3.8353, 1.5154)
C (-2.8247, -2.9153, 2.9608)
C (-2.9459, -3.4196, 4.2853)
C (-2.3846, -2.7615, 5.3431)
Br (-2.5665, -3.4697, 7.0613)
C (-1.6563, -1.5476, 5.1508)
C (-0.9935, -0.7936, 6.1399)
C (-0.3159, 0.3466, 5.7867)
C (-0.2804, 0.7534, 4.4518)
N (-0.8917, 0.0749, 3.4821)
C (-1.5718, -1.0710, 3.8462)
C (-2.1518, -1.7560, 2.7885)
O (-1.8813, -1.1186, 1.6008)
H (-3.4854, -4.3424, 4.4439)
H (-1.0156, -1.1253, 7.1701)
H (0.1982, 0.9403, 6.5284)
H (0.2532, 1.6468, 4.1618)
C (-0.9941, -0.6094, -3.1934)
C (-1.5846, 0.2184, -2.0709)
C (-1.6922, 1.6737, -2.4664)
C (-2.8940, -0.3819, -1.6048)
O (-0.6078, 0.1206, -0.8837)
Si (1.0902, 0.0381, -1.0431)
S (1.3436, -0.2608, 1.0923)
O (1.7116, -1.1810, -1.8205)
C (2.0346, -2.6140, -1.6996)
C (2.1596, -3.1147, -3.1247)
C (0.9096, -3.3174, -0.9636)
C (3.3530, -2.7155, -0.9595)
O (1.5390, 1.4894, -1.5152)
C (2.7924, 1.9999, -2.1113)
C (3.9438, 1.5595, -1.2243)
C (2.9117, 1.4386, -3.5154)
C (2.6377, 3.5043, -2.1230)
H (-1.6585, -0.5306, -4.0539)
H (-0.9097, -1.6611, -2.9183)
H (-0.0111, -0.2452, -3.5022)
H (-2.4610, 1.7714, -3.2342)
H (-0.7496, 2.0457, -2.8686)
H (-1.9763, 2.2941, -1.6201)
H (-3.5254, -0.5725, -2.4724)
H (-3.4502, 0.2838, -0.9490)
H (-2.7289, -1.3350, -1.0989)
H (1.2097, -3.0245, -3.6547)
H (2.4553, -4.1644, -3.1241)
H (2.9161, -2.5449, -3.6650)
H (-0.0483, -3.1460, -1.4589)
H (0.8404, -2.9867, 0.0751)
H (1.0955, -4.3919, -0.9584)
H (4.1394, -2.1911, -1.5036)
H (3.6436, -3.7624, -0.8652)
H (3.2774, -2.2950, 0.0454)
H (4.0405, 0.4693, -1.2180)
H (3.7971, 1.9094, -0.2004)
H (4.8827, 1.9731, -1.5931)
H (2.9492, 0.3485, -3.5025)
H (3.8269, 1.8033, -3.9829)
H (2.0671, 1.7578, -4.1291)
H (2.4909, 3.8839, -1.1106)
H (1.7866, 3.7983, -2.7387)
H (3.5350, 3.9662, -2.5361)
C (-3.3656, 4.9742, 1.1429)
O (-2.0410, 4.4591, 1.5343)
C (-1.7618, 3.2174, 1.4412)
S (-2.8399, 2.0111, 0.8877)
S (-0.1834, 2.7192, 1.8889)
H (-3.2109, 6.0347, 0.9931)
H (-4.0516, 4.7864, 1.9631)
H (-3.6891, 4.4863, 0.2284)

Output
Gap between HOMO and LUMO, eV: 6.534
HOMO, eV: -14.170
Charge: +2
Energy relative to the best compared isomer or geometry (same formula, charge and spin), kcal per mole: 0.0